The following is a DFT calculation (ωB97M-V/def2-TZVPD) of a cluster of 4 separate species, C15H34F9O9PS4 in total.

Geometry as XYZ:
```
72
Properties=species:S:1:pos:R:3:forces:R:3:mulliken_charge:R:1
F 2.494334 3.030629 0.887417 0.19 0.15 0.10 -0.3350
C 1.489918 2.241283 0.450783 0.07 -0.14 0.14 0.9821
F 0.336960 2.941826 0.663099 -0.07 0.08 0.00 -0.3399
C 1.610571 1.874597 -1.017846 -0.11 -0.09 -0.15 -0.8500
C 2.809428 2.509786 -1.722536 0.02 0.07 -0.05 -0.2585
C 3.002167 2.094549 -3.202286 0.00 -0.03 0.06 -0.7991
C 1.797199 1.515185 -3.960991 -0.04 0.09 -0.01 -0.8551
P 1.449748 -0.282042 -3.593935 -0.03 0.05 0.10 0.0659
C 1.369728 1.062557 1.462551 -0.08 0.00 -0.13 0.5396
F 0.277677 0.354206 1.146506 -0.02 -0.01 0.01 -0.3115
F 1.198137 1.565277 2.687883 -0.03 -0.02 0.04 -0.2914
S 2.808049 -0.176880 1.577634 0.00 0.05 -0.22 1.3468
F 3.462866 0.622562 2.771904 0.03 0.09 0.03 -0.2969
F 3.703836 0.649756 0.550324 -0.04 -0.07 0.07 -0.3306
F 2.208268 -1.003137 0.357963 0.02 0.02 0.07 -0.2919
F 1.943360 -1.023895 2.599721 -0.06 -0.04 0.05 -0.3050
F 3.955247 -1.242611 1.695244 0.07 -0.04 -0.03 -0.2912
H 0.684966 2.231250 -1.474230 0.02 -0.12 0.00 0.4755
H 1.604805 0.788813 -1.119987 0.05 0.06 0.00 0.0692
H 3.721043 2.272977 -1.172994 -0.06 0.06 -0.05 0.2050
H 2.698948 3.595555 -1.665051 -0.03 -0.06 0.00 0.3466
H 3.339572 2.979632 -3.747596 0.03 -0.05 0.04 0.3330
H 3.825438 1.376995 -3.264869 -0.06 0.01 -0.01 0.3466
H 1.973679 1.620653 -5.031834 0.02 -0.01 0.04 0.4706
H 0.888111 2.082574 -3.737848 0.06 0.00 -0.04 0.3939
H 1.099344 -0.675584 -4.902245 0.01 -0.03 -0.02 -0.0435
H 2.791027 -0.714299 -3.705924 0.02 -0.06 -0.09 0.0168
C 1.241600 -2.145299 5.799494 -0.04 -0.06 -0.01 -0.8897
C -0.034699 -1.948400 6.586507 0.09 0.15 0.06 -0.1497
O -1.054863 -2.918064 6.231222 -0.01 -0.07 -0.02 -0.1954
S -0.912128 -4.377850 6.836614 -0.01 0.03 -0.02 1.1794
C -2.570196 -4.899166 6.572322 -0.03 -0.01 0.01 -0.9347
O -0.646829 -4.273368 8.240227 0.02 0.00 0.02 -0.6443
O -0.035825 -5.158768 6.019396 -0.01 -0.01 -0.01 -0.6073
H 1.743339 -3.070824 6.077724 -0.01 0.00 0.01 0.3504
H 1.916209 -1.310806 5.995752 0.00 0.01 0.00 0.4218
H 1.029023 -2.180556 4.731752 0.01 0.03 0.00 0.1768
H 0.132786 -2.001497 7.662351 -0.01 -0.03 -0.01 0.3467
H -0.499577 -0.991084 6.359975 -0.03 -0.03 -0.02 -0.0556
H -3.231851 -4.276545 7.167594 0.00 0.00 0.00 0.3075
H -2.621829 -5.936779 6.894821 0.01 0.00 0.00 0.3677
H -2.793742 -4.818712 5.512004 0.01 0.00 0.00 0.3117
C -1.335925 2.092101 4.779723 -0.04 0.00 0.06 -0.7677
C -2.285402 1.904815 3.618592 0.16 0.06 -0.11 -0.2450
O -3.538816 1.293204 4.023782 -0.05 0.00 0.05 -0.2868
S -4.602885 2.224564 4.742818 0.02 -0.03 -0.02 1.2139
C -6.009445 1.198425 4.498659 -0.02 -0.01 -0.01 -0.9269
O -4.741839 3.436167 3.991765 0.00 0.03 0.00 -0.6454
O -4.312789 2.302274 6.141352 -0.01 -0.01 0.01 -0.6119
H -1.700780 2.837892 5.484221 -0.03 0.00 -0.01 0.4034
H -0.369288 2.417954 4.397802 0.00 0.01 0.01 0.3962
H -1.201549 1.153027 5.317365 0.02 0.00 -0.02 0.0109
H -2.505088 2.846089 3.114572 -0.03 0.00 0.02 0.4052
H -1.883001 1.209707 2.884371 -0.03 -0.03 0.02 0.0814
H -6.200122 1.113407 3.432755 0.00 0.00 0.00 0.3097
H -6.839679 1.688937 5.002088 0.01 0.01 0.00 0.3729
H -5.812479 0.228329 4.946740 0.00 0.00 0.00 0.3106
C -0.904565 1.278478 -8.779386 0.06 -0.02 0.01 -0.9300
C -0.968231 0.072155 -9.689303 -0.16 0.05 -0.02 -0.3571
O 0.310806 -0.606438 -9.795105 0.06 -0.02 0.04 -0.2898
S 0.736744 -1.544520 -8.588543 -0.02 0.02 -0.05 1.1955
C 1.962116 -2.475643 -9.436479 0.01 -0.02 -0.01 -0.9834
O -0.370187 -2.382895 -8.239222 -0.01 -0.01 0.02 -0.6746
O 1.361421 -0.761076 -7.566200 0.03 0.02 0.02 -0.5103
H -0.739992 0.988300 -7.742811 -0.01 -0.01 0.00 0.2527
H -1.847374 1.823022 -8.842081 -0.01 0.00 0.00 0.3847
H -0.096211 1.943900 -9.081894 -0.02 0.01 -0.01 0.2672
H -1.715316 -0.649934 -9.359661 0.03 -0.01 0.01 0.3450
H -1.194275 0.357929 -10.714199 0.04 0.00 0.00 0.2783
H 1.484471 -3.037288 -10.234061 0.00 0.00 0.00 0.3363
H 2.402394 -3.146270 -8.701718 -0.01 0.01 0.01 0.3677
H 2.711443 -1.791110 -9.824552 0.00 0.00 0.01 0.3197
```
Forces are in eV/Å.

Properties
Orbital gap in eV: 9.690
SMILES string: FC(F)(CCCCP)C(F)(F)S(F)(F)(F)(F)F.CCOS(C)(=O)=O.CCOS(C)(=O)=O.CCOS(C)(=O)=O
2S+1: 1
Total charge: 0
HOMO level in eV: -9.23